An isolated molecule of C2H2N2O3 at a distorted geometry, computed with wB97M-V/def2-TZVPD.

Its largest force on an atom is 13.901 eV/Å. For the LUMO energy, the calculation gives 0.07 eV. Its structure (SMILES) is O=c1[nH]nc(O)o1. For the total energy, the calculation gives -412.5579 a.u. The orbital gap is 8.96 eV. As for the charge: 0.

Each line ends with the natural charge from an NBO analysis.
CARTESIAN COORDINATES (ANGSTROEM)
O 2.05 0.59 1.20  -0.598
C 0.96 0.34 0.61  0.816
N 0.66 -0.96 0.42  -0.435
N -0.52 -1.14 -0.15  -0.377
C -0.85 0.04 -0.53  0.725
O -1.78 0.44 -1.07  -0.572
O 0.05 1.01 -0.23  -0.499
H 0.80 -1.71 1.13  0.418
H -1.37 1.39 -1.38  0.522